No. 1
Molecular formula: C22H38MgO3P2S
Method: DFT, wB97M-V/def2-TZVPD

Structure (ORCA input):
```
! wB97M-V def2-TZVPD RIJCOSX def2/J DEFGRID3
* xyz 0 1
P -0.343 3.744 -2.026
P 3.049 1.528 -1.725
C 1.465 3.933 -2.076
C 2.257 2.803 -2.774
H 1.823 4.112 -1.051
H 1.648 4.888 -2.598
H 1.670 2.300 -3.557
H 3.118 3.272 -3.278
C 4.583 2.306 -1.144
H 5.106 1.597 -0.493
H 4.384 3.224 -0.569
H 5.218 2.539 -2.009
C 3.550 0.093 -2.680
H 4.563 0.284 -3.067
H 2.883 -0.078 -3.536
H 3.584 -0.808 -2.056
C -1.072 5.230 -1.332
H -2.141 5.069 -1.138
H -0.967 6.026 -2.081
H -0.572 5.535 -0.407
C -0.820 3.768 -3.766
H -0.118 3.189 -4.378
H -0.781 4.821 -4.077
H -1.840 3.388 -3.889
Mg -1.009 -2.431 -0.216
C 2.113 1.501 -0.182
C 1.768 2.762 0.492
C 0.816 2.858 1.592
C -0.594 2.187 1.391
C -1.326 2.561 0.214
C -0.999 2.335 -1.193
C -0.182 1.011 -1.495
C 0.926 0.540 -0.563
C -2.793 -1.484 -0.200
H 2.746 0.880 0.499
H 2.562 3.511 0.539
H 0.652 3.941 1.746
H 1.200 2.485 2.558
H -0.498 1.101 1.531
H -1.187 2.537 2.256
H -2.250 3.116 0.380
H -1.976 2.181 -1.703
H 0.217 1.069 -2.522
H -0.919 0.192 -1.552
H 0.531 0.147 0.376
H 1.350 -0.366 -1.038
H -3.523 -2.038 -0.800
H -2.732 -0.442 -0.510
H -3.056 -1.534 0.858
C -2.572 -8.133 4.478
C -2.294 -6.891 3.691
C -2.885 -5.674 4.053
C -2.674 -4.522 3.313
C -1.818 -4.572 2.194
C -1.208 -5.778 1.809
C -1.454 -6.919 2.567
S 0.214 -2.635 1.822
O -1.517 -3.411 1.572
O -0.416 -1.324 1.408
O 0.719 -3.264 0.538
H -2.247 -8.014 5.518
H -3.644 -8.359 4.503
H -2.059 -8.999 4.052
H -3.540 -5.642 4.926
H -3.134 -3.580 3.596
H -0.556 -5.800 0.942
H -1.000 -7.865 2.270
*
```

Results
electronic energy: -2367.49441 a.u.
energy relative to the best compared isomer or geometry (same formula, charge and spin): 138.6 kJ/mol
orbital gap: 0.132 Eh

Results of the Löwdin charge analysis, in e, for atoms 1 through 6:
1 P 0.913
2 P 0.939
3 C -0.322
4 C -0.294
5 H 0.052
6 H 0.088


No. 2
Molecular formula: C22H38N12O7S2
Method: DFT, wB97M-V/def2-TZVPD

Structure (ORCA input):
```
! wB97M-V def2-TZVPD RIJCOSX def2/J DEFGRID3
* xyz 0 1
O -0.204 -4.154 2.816
C 0.283 -2.956 2.409
O 0.650 -1.951 3.449
N 0.360 -2.726 0.915
C 1.634 -2.027 0.496
C 1.248 -1.064 -0.799
C 0.227 0.142 -0.295
S -0.825 0.840 -1.678
C -2.266 -0.329 -2.102
S -1.969 -1.508 -3.288
N -3.560 -0.079 -1.367
C -4.654 -1.053 -1.725
C -4.691 -2.661 -1.417
C -6.010 -3.572 -1.896
C -7.340 -2.913 -2.646
C -7.322 -1.294 -2.912
C -5.997 -0.410 -2.478
C -3.379 0.102 0.122
C -3.153 -1.077 1.238
C -3.023 -0.672 2.829
C -3.073 0.913 3.350
C -3.273 2.124 2.242
C -3.416 1.682 0.670
H -0.052 -1.231 3.485
H 0.209 -3.622 0.389
H 2.110 -1.358 1.363
H 2.451 -2.816 0.212
H 2.273 -0.600 -1.182
H 0.817 -1.674 -1.712
H 0.944 1.029 0.059
H -0.360 -0.196 0.661
H -3.787 -3.188 -0.892
H -6.079 -4.743 -1.700
H -8.289 -3.549 -2.971
H -8.253 -0.786 -3.408
H -6.007 0.755 -2.687
H -3.082 -2.200 0.918
H -2.894 -1.499 3.666
H -2.977 1.223 4.474
H -3.347 3.280 2.523
H -3.561 2.540 -0.123
N 0.187 4.370 0.213
C 1.390 4.159 0.777
N 1.807 5.147 1.590
O 2.050 3.153 0.569
H -0.370 5.192 0.373
H -0.164 3.651 -0.405
H 2.708 5.028 2.035
H 1.279 5.983 1.773
N 1.586 -3.944 5.640
C 2.570 -3.944 6.558
N 2.825 -5.147 7.102
O 3.180 -2.934 6.870
H 1.072 -4.765 5.369
H 1.362 -3.059 5.205
H 3.559 -5.191 7.798
H 2.333 -5.989 6.858
N 4.194 1.815 -1.560
C 4.974 2.219 -2.579
N 5.014 3.552 -2.758
O 5.596 1.440 -3.284
H 3.675 2.441 -0.969
H 4.137 0.819 -1.392
H 5.589 3.899 -3.514
H 4.509 4.210 -2.188
N 5.842 -2.784 -1.102
C 5.462 -1.735 -1.854
N 6.344 -1.383 -2.806
O 4.404 -1.151 -1.685
H 6.710 -3.278 -1.225
H 5.207 -3.082 -0.373
H 6.097 -0.598 -3.395
H 7.221 -1.851 -2.960
N -2.639 4.726 -3.672
C -1.625 4.968 -2.822
N -0.509 4.258 -3.067
O -1.711 5.767 -1.903
H -2.588 4.072 -4.435
H -3.498 5.240 -3.523
H 0.278 4.409 -2.450
H -0.420 3.595 -3.819
*
```

Results
electronic energy: -2840.76025 a.u.
energy relative to the best compared isomer or geometry (same formula, charge and spin): 1640.5 kJ/mol
orbital gap: 0.271 Eh
SMILES: O=C(O)NCCCSC(=S)N(c1ccccc1)c1ccccc1.NC(N)=O.NC(N)=O.NC(N)=O.NC(N)=O.NC(N)=O

Results of the Löwdin charge analysis, in e, for atoms 1 through 6:
1 O -0.067
2 C -0.296
3 O -0.025
4 N 0.022
5 C -0.198
6 C -0.206


No. 3
Molecular formula: C22H38N2O12P
Method: DFT, wB97M-V/def2-TZVPD

Structure (ORCA input):
```
! wB97M-V def2-TZVPD RIJCOSX def2/J DEFGRID3
* xyz 1 1
C -1.141 -3.196 1.048
C -0.742 -2.836 -0.493
O -1.208 -1.512 -0.886
P -0.245 -0.262 -0.255
O 1.008 -0.856 0.452
C -1.110 0.809 1.037
C -2.624 1.204 0.682
C -2.775 2.117 -0.652
C -3.566 1.341 -1.798
C -4.222 1.831 -3.109
N -4.764 0.643 -3.779
C -4.548 -0.552 -3.017
N -3.855 -0.082 -1.856
O 0.276 0.712 -1.554
C 1.426 1.531 -1.197
C 1.991 2.325 -2.507
H -1.299 -2.263 1.687
H -2.130 -3.824 1.006
H -0.332 -3.900 1.437
H -1.351 -3.588 -1.129
H 0.353 -3.050 -0.728
H -1.059 0.221 2.027
H -0.508 1.773 1.135
H -3.352 0.310 0.681
H -2.991 1.879 1.548
H -1.772 2.563 -0.995
H -3.434 3.025 -0.370
H -4.274 2.903 -3.476
H -5.268 0.576 -4.675
H -4.815 -1.636 -3.222
H -3.591 -0.750 -1.120
H 2.330 0.915 -0.823
H 1.110 2.337 -0.443
H 1.159 2.766 -3.148
H 2.711 3.120 -2.085
H 2.649 1.591 -3.110
C 2.949 8.128 -1.075
C 2.296 6.902 -1.678
C 1.551 7.186 -2.949
O 0.527 6.196 -2.935
C 0.296 5.894 -1.630
O -0.642 5.258 -1.237
O 1.266 6.406 -0.824
H 3.594 7.838 -0.242
H 3.556 8.660 -1.811
H 2.201 8.811 -0.666
H 3.037 6.107 -1.819
H 2.182 7.076 -3.832
H 1.080 8.174 -2.969
C -1.370 -8.655 2.283
C -2.359 -7.510 2.209
C -3.777 -7.959 2.022
O -4.356 -6.870 1.315
C -3.349 -6.271 0.625
O -3.511 -5.450 -0.247
O -2.130 -6.720 1.042
H -0.383 -8.281 2.566
H -1.677 -9.402 3.019
H -1.253 -9.137 1.310
H -2.257 -6.862 3.087
H -4.289 -8.118 2.973
H -3.874 -8.862 1.412
C 3.320 -0.739 2.878
C 4.474 -0.036 2.195
C 5.808 -0.662 2.478
O 6.698 0.443 2.377
C 5.975 1.554 2.686
O 6.448 2.632 2.908
O 4.639 1.283 2.711
H 2.371 -0.334 2.520
H 3.332 -1.813 2.680
H 3.342 -0.573 3.958
H 4.289 0.038 1.117
H 6.067 -1.433 1.749
H 5.889 -1.085 3.485
*
```

Results
electronic energy: -2214.61782 a.u.
energy relative to the best compared isomer or geometry (same formula, charge and spin): 282.9 kJ/mol
orbital gap: 0.331 Eh

Results of the Löwdin charge analysis, in e, for atoms 1 through 6:
1 C -0.067
2 C -0.257
3 O -0.285
4 P 0.714
5 O -0.339
6 C -0.203